--- A ---
Below is C29H26N5O3S4SeV as an isolated structure, with properties calculated with the ωB97M-V functional and the def2-TZVPD basis.

```
69
C29H26N5O3S4SeV the ωB97M-V functional and the def2-TZVPD basis
Se 3.010 -0.696 0.927
V 0.766 -0.094 -0.011
S -1.166 -1.286 -0.256
S 1.013 4.463 -2.059
S -2.137 2.691 0.792
S -1.570 0.847 -3.434
O 0.783 1.210 -0.862
O 0.254 0.333 1.594
O 0.167 -0.020 3.788
N 4.591 0.160 -1.320
N 1.308 -1.354 -1.687
N 1.849 -4.812 -2.572
N 2.287 -2.892 -3.766
N 4.663 -1.986 -1.077
C 0.075 6.198 -0.425
C -4.295 -1.658 2.194
C -1.714 -0.680 2.469
C -0.592 4.222 -1.456
C 1.802 -3.462 -2.664
C 2.258 -1.567 -3.830
C 5.480 -1.671 -2.139
C -0.943 5.250 -0.589
C -0.363 -0.133 2.730
C -1.170 1.016 -5.067
C -1.243 2.521 -3.130
C 5.434 -0.329 -2.292
C 1.195 5.880 -1.153
C -4.266 1.568 -0.083
C 4.117 -0.860 -0.588
C -2.578 -0.715 3.565
C -2.355 2.588 -0.926
C 1.313 -2.675 -1.602
C -2.144 -1.146 1.224
C -3.596 1.897 1.075
C -3.558 1.946 -1.223
C 4.519 -3.331 -0.522
C -1.403 3.113 -1.839
C -3.867 -1.194 3.432
C -0.843 3.158 -4.298
C 4.287 1.571 -1.096
C 1.769 -0.775 -2.810
C -3.442 -1.638 1.103
C -0.810 2.299 -5.404
H -5.298 -2.048 2.078
H -3.925 1.824 -2.231
H 4.857 2.155 -1.812
H 4.573 1.850 -0.085
H 3.662 -3.346 0.144
H -3.779 -2.013 0.145
H 1.731 0.302 -2.872
H 2.639 -1.113 -4.738
H 5.414 -3.593 0.039
H -5.228 1.078 -0.094
H 3.221 1.751 -1.231
H 1.300 -5.292 -1.879
H -1.223 0.162 -5.726
H 4.372 -4.037 -1.336
H 2.123 6.430 -1.192
H -4.529 -1.220 4.287
H -2.208 -0.363 4.519
H -0.551 2.604 -6.406
H 6.027 -2.424 -2.679
H 0.929 -3.121 -0.694
H -0.006 7.079 0.192
H -0.644 4.218 -4.350
H 5.934 0.315 -2.993
H 2.064 -5.321 -3.415
H -3.909 1.684 2.087
H -1.924 5.333 -0.145
```

Its HOMO energy is -13.24 eV. Its LUMO energy is -6.953 eV. The value obtained for the HOMO-LUMO gap is 6.285 eV. Its charge is +2.

--- B ---
Below is C29H26N5O3S4SeV as an isolated structure, with properties calculated with the ωB97M-V functional and the def2-TZVPD basis.

```
69
C29H26N5O3S4SeV the ωB97M-V functional and the def2-TZVPD basis
Se -0.210 -0.459 2.719
V 0.032 -0.090 0.281
S 2.117 -3.441 -0.859
S -1.256 0.060 -3.540
S 3.159 0.029 -2.017
S -1.228 1.640 -0.212
O 1.309 0.989 0.624
O 2.212 1.959 2.431
O 0.548 -1.066 -0.962
N -3.836 -3.159 -0.560
N 0.141 -3.272 3.197
N -1.845 -1.329 0.057
N -5.267 -1.437 -1.072
N -1.940 -2.694 3.329
C 0.570 5.659 0.944
C -3.030 -0.919 -0.355
C 3.818 0.875 -3.346
C 0.813 -1.474 -2.426
C 0.737 3.258 1.022
C -0.561 5.548 0.147
C 2.626 -4.886 -1.621
C -1.399 -2.479 -3.261
C -1.055 4.301 -0.205
C 3.046 0.763 -4.459
C -0.570 -4.395 3.538
C 1.885 -0.020 -4.235
C 2.268 -4.914 -2.931
C -1.873 -4.032 3.623
C -3.165 -1.899 3.320
C 1.803 -0.477 -2.949
C 1.596 -3.207 3.053
C -2.695 -0.723 -4.009
C -4.054 -1.850 -0.668
C -2.640 -2.071 -3.805
C -1.619 -2.655 0.139
C -0.707 -2.243 3.053
C -2.629 -3.544 -0.167
C -0.409 3.148 0.227
C 1.386 -2.865 -2.305
C 1.213 4.515 1.385
C -0.532 -1.437 -3.073
C 1.558 -3.748 -3.327
C 1.495 2.098 1.505
H -0.631 -2.994 0.413
H 2.024 -4.073 3.548
H 1.963 -2.299 3.524
H 1.216 -3.565 -4.337
H -3.502 -0.154 -4.444
H 0.950 6.632 1.221
H -5.491 -0.466 -1.184
H 2.500 -5.734 -3.595
H -1.152 -3.504 -3.025
H 3.292 1.221 -5.406
H 2.095 4.577 2.008
H -0.090 -5.342 3.711
H 1.865 -3.210 1.999
H -2.748 -4.603 3.881
H -3.441 -2.749 -4.059
H -3.943 -2.471 3.816
H -1.069 6.437 -0.202
H -5.965 -2.127 -1.291
H 4.738 1.425 -3.228
H -1.948 4.223 -0.813
H -2.450 -4.611 -0.105
H -3.001 -0.969 3.857
H -3.212 0.144 -0.429
H 1.160 -0.254 -5.002
H 3.164 -5.635 -1.061
H -3.462 -1.688 2.296
```

Its HOMO energy is -13.31 eV. Its LUMO energy is -7.466 eV. The value obtained for the HOMO-LUMO gap is 5.844 eV. Its charge is +2.

Which of them is the least stable? Correct choice: B.

--- A ---
Below is a 2-piece molecular cluster, CH2BrClO overall, with properties calculated with the ωB97M-V functional and the def2-TZVPD basis.

```
6
CH2BrClO the ωB97M-V functional and the def2-TZVPD basis
Br -1.032 2.939 0.386
Cl 0.506 -1.999 0.316
O -1.226 0.433 -0.769
C -1.604 1.623 -0.984
H -0.713 0.122 0.080
H 1.184 -1.009 0.848
```

Its HOMO energy is -9.32 eV. Its LUMO energy is 0.125 eV. The value obtained for the HOMO-LUMO gap is 9.448 eV.

--- B ---
Below is CH2BrClO as an isolated structure, with properties calculated with the ωB97M-V functional and the def2-TZVPD basis.

```
6
CH2BrClO the ωB97M-V functional and the def2-TZVPD basis
Br 0.622 -1.477 -1.718
Cl -0.660 0.557 1.893
O 0.629 -1.148 0.027
C -0.224 0.546 0.263
H -1.023 0.308 -0.580
H 0.656 1.215 0.115
```

Its HOMO energy is -9.44 eV. Its LUMO energy is -0.193 eV. The value obtained for the HOMO-LUMO gap is 9.251 eV.

Which of them is the least stable? Correct choice: B.

--- A ---
Below is an isolated ion of composition H2O4P2 and charge -2, with properties calculated with the ωB97M-V functional and the def2-TZVPD basis.

```
8
H2O4P2 the ωB97M-V functional and the def2-TZVPD basis
P 0.047 -1.101 -0.084
P 0.035 1.094 0.031
O -1.295 -1.649 0.377
O 1.229 -1.663 0.596
O 1.394 1.685 0.041
O -1.102 1.960 -1.083
H 0.140 -1.315 -1.387
H -0.449 0.989 1.509
```

Its HOMO energy is -0.10 eV. Its LUMO energy is 7.412 eV. The value obtained for the HOMO-LUMO gap is 7.507 eV. Its charge is -2. Its SMILES is O=[P@H]([O-])[P@H](=O)[O-].

--- B ---
Below is a 2-piece molecular cluster, H2O4P2 overall, with properties calculated with the ωB97M-V functional and the def2-TZVPD basis.

```
8
H2O4P2 the ωB97M-V functional and the def2-TZVPD basis
P 0.665 -0.479 0.577
P -1.069 0.521 -0.580
O -2.125 0.980 0.376
O 0.103 -0.981 1.844
O -0.517 1.509 -1.497
O 3.144 -1.663 -0.268
H -1.239 -0.753 -1.177
H 1.039 0.866 0.724
```

Its HOMO energy (spin up / spin down) is 0.41 / 0.43 eV. Its LUMO energy (spin up / spin down) is 6.462 / 6.470 eV. The value obtained for the HOMO-LUMO gap (spin up / spin down) is 6.050 / 6.038 eV. Its charge is -2.

Which of them is the least stable? Correct choice: B.

--- A ---
Below is a 2-piece molecular cluster, C2H7NO2Si overall, with properties calculated with the ωB97M-V functional and the def2-TZVPD basis.

```
13
C2H7NO2Si the ωB97M-V functional and the def2-TZVPD basis
Si 0.104 1.119 1.098
O 2.218 0.465 -1.224
O 2.478 -1.669 -0.909
N 1.782 -0.712 -1.329
C 0.570 -0.906 -1.853
C -0.633 -0.649 0.650
H 0.040 1.011 2.581
H -0.667 1.678 0.005
H 0.107 -0.013 -2.283
H 1.559 1.192 0.896
H -1.517 -0.713 0.052
H 0.153 -1.878 -2.122
H -0.226 -1.526 1.269
```

Its HOMO energy (spin up / spin down) is -10.10 / -9.22 eV. Its LUMO energy (spin up / spin down) is -0.845 / -2.082 eV. The value obtained for the HOMO-LUMO gap (spin up / spin down) is 9.254 / 7.139 eV.

--- B ---
Below is C2H7NO2Si as an isolated structure, with properties calculated with the ωB97M-V functional and the def2-TZVPD basis.

```
13
C2H7NO2Si the ωB97M-V functional and the def2-TZVPD basis
Si 0.777 -0.173 0.738
O 2.301 0.382 0.413
O 4.480 -0.144 -0.588
N 3.446 -0.579 -0.598
C -0.438 1.315 0.827
C 0.217 -1.440 -0.586
H 1.147 -1.724 -1.142
H 0.139 2.154 0.864
H -0.933 1.345 1.863
H -0.604 -0.889 -1.182
H 1.044 -0.706 2.044
H -1.037 1.450 -0.034
H -0.107 -2.396 -0.284
```

Its HOMO energy is -9.92 eV. Its LUMO energy is -1.002 eV. The value obtained for the HOMO-LUMO gap is 8.913 eV.

Which of them is the least stable? Correct choice: A.

--- A ---
Below is C3HBr3O2 as an isolated structure, with properties calculated with the ωB97M-V functional and the def2-TZVPD basis.

```
9
C3HBr3O2 the ωB97M-V functional and the def2-TZVPD basis
Br -0.931 2.101 0.224
Br -0.831 -2.569 -0.398
Br -3.157 -0.246 0.329
O 1.299 1.021 1.017
O 0.999 -0.581 -0.509
C -0.346 -0.833 -0.241
C -1.424 0.344 -0.197
C 1.670 0.305 0.152
H 2.722 0.458 -0.377
```

Its HOMO energy is -8.71 eV. Its LUMO energy is -0.540 eV. The value obtained for the HOMO-LUMO gap is 8.169 eV.

--- B ---
Below is C3HBr3O2 as an isolated structure, with properties calculated with the ωB97M-V functional and the def2-TZVPD basis.

```
9
C3HBr3O2 the ωB97M-V functional and the def2-TZVPD basis
Br -2.624 -2.211 0.456
Br -5.133 -0.440 -0.408
Br -2.983 2.293 0.080
O -0.757 -0.336 -1.452
O -1.105 0.521 0.561
C -3.288 -0.537 0.104
C -2.472 0.537 0.225
C -0.314 0.173 -0.466
H 0.658 0.548 -0.269
```

Its HOMO energy is -9.33 eV. Its LUMO energy is 0.378 eV. The value obtained for the HOMO-LUMO gap is 9.710 eV.

Which of them is the least stable? Correct choice: A.